1.
The following is a quantum chemistry calculation of C26H51N5O7PtSSbSi3 as an isolated structure at a distorted geometry, from the OMol25 dataset.

Geometry as ORCA input:
```
! RIJCOSX wB97M-V def2-TZVPD def2/J DEFGRID3
* xyz 1 5
Pt 9.09383 14.03924 15.27776
O 15.52503 12.34604 17.76664
C 15.32224 13.62672 18.27108
C 14.69053 14.46564 17.10555
C 13.61970 13.61495 16.47557
C 14.06596 13.23883 15.05182
C 13.88982 14.06802 13.90548
C 14.34606 13.55364 12.64650
C 14.86294 12.30164 12.52703
C 14.83186 11.46292 13.59788
N 14.64607 12.03447 14.73197
H 15.46571 11.78025 18.74736
H 16.22834 14.20816 18.39226
H 14.79768 13.68616 19.21856
H 15.42230 14.84087 16.34544
H 14.18243 15.25946 17.71514
H 12.68923 14.15659 16.48088
H 13.54353 12.66561 16.96541
H 13.38410 14.97141 13.73006
H 13.94432 14.06932 11.79757
H 15.22511 11.93980 11.56703
H 15.18205 10.42203 13.63337
C 8.81380 14.58163 20.18798
Si 9.91108 14.36218 18.58311
C 9.92291 12.53619 18.23313
C 11.63219 15.09689 18.85905
Sb 8.39963 15.76124 16.76070
Si 5.87580 17.46228 16.54580
C 4.75972 15.90104 16.28806
C 6.28399 17.57374 14.60251
C 5.01520 18.60277 17.84187
Si 5.41346 10.79556 22.08630
C 6.23672 10.68103 23.71951
C 6.20102 10.30049 20.55230
C 4.03852 9.62638 22.70472
H 9.42233 15.12879 20.92051
H 8.49181 13.62470 20.64547
H 7.94390 15.19154 20.00205
H 9.59304 11.97258 19.13590
H 10.93536 12.25746 17.94904
H 9.26699 12.28162 17.41152
H 11.84519 15.19768 19.94326
H 11.86503 16.07293 18.38918
H 12.25648 14.28241 18.54337
H 4.92949 15.15364 17.05206
H 4.99686 15.35818 15.26588
H 3.77168 16.29518 16.30723
H 7.09677 18.28264 14.50804
H 5.38139 18.03399 14.17697
H 6.32260 16.62416 14.07616
H 5.46850 18.59812 18.85439
H 3.98848 18.26740 17.99200
H 4.96631 19.60721 17.43331
H 5.98471 9.83542 24.40593
H 6.26762 11.71947 24.12424
H 7.27442 10.49434 23.39703
H 4.55994 12.88276 21.42762
H 7.19867 9.86717 20.48357
H 5.90346 10.46801 19.51135
H 3.37248 10.26126 23.32236
H 4.37649 8.69469 23.23767
H 3.36627 9.35456 21.88574
O 4.22946 12.11973 21.88414
O 10.91658 15.68086 11.74821
C 10.56371 15.08593 12.74973
N 10.13202 14.57439 13.78019
C 6.49307 8.33231 8.22831
C 7.37004 8.66537 9.44973
S 6.67280 8.66260 11.06974
O 5.86751 9.81870 11.40617
O 6.24617 7.33340 11.40370
C 8.23478 8.80159 12.03657
C 7.97353 8.64685 13.52732
N 8.48192 9.84451 14.13883
C 7.84531 11.07053 14.32335
N 8.82558 11.94319 14.78820
C 9.99359 11.23404 14.92160
C 9.80852 9.89069 14.58139
N 10.71452 8.85281 14.99879
O 10.40448 7.63769 14.94101
O 11.77589 9.33965 15.49163
C 6.52562 11.39082 13.73379
H 7.06571 8.40991 7.28278
H 5.65594 8.99557 8.14481
H 6.22964 7.28301 8.34408
H 7.81171 9.66516 9.22508
H 8.25418 7.93432 9.42524
H 8.65139 9.75469 11.70782
H 8.91014 8.02208 11.68462
H 8.56225 7.81094 13.97212
H 6.91090 8.43020 13.69668
H 10.86916 11.69772 15.43139
H 6.56481 12.10865 12.91167
H 5.90629 11.89539 14.49622
H 6.00344 10.50206 13.38932
*
```

Calculated values
Expectation value of S² = 6.021
Frontier orbital gap (alpha / beta) = 6.038 / 4.762 eV
E_HOMO (alpha / beta) = -0.3728 / -0.3790 hartree

=====

2.
The following is a quantum chemistry calculation of C4H42NO15 as an isolated structure at a distorted geometry, from the OMol25 dataset.

Geometry as ORCA input:
```
! RIJCOSX wB97M-V def2-TZVPD def2/J DEFGRID3
* xyz 1 1
C 0.97619 -4.66784 -0.22271
C 1.65020 -3.25074 -0.05656
N 1.02908 -2.08281 -0.72708
C -0.44752 -2.09798 -0.62918
C -0.99573 -0.87923 -1.38960
H 0.04634 -4.68841 -0.77973
H 1.02456 -5.10363 0.75890
H 1.59811 -5.11219 -1.00642
H 1.56306 -3.03394 1.00166
H 2.69671 -3.33815 -0.29991
H 1.34509 -2.03993 -1.70671
H 1.47367 -1.26173 -0.31005
H -0.70981 -2.03188 0.42835
H -0.89160 -2.99351 -1.03511
H -2.00642 -0.66357 -1.05516
H -0.31916 -0.04774 -1.28729
H -1.29523 -1.34148 -2.33913
H -1.60294 1.08549 1.30271
H -2.74020 0.17831 1.59348
O -2.33397 0.65518 0.83788
H 2.79163 -0.39835 1.12659
H 3.84454 -0.93513 0.11540
O 3.25196 -1.20208 0.82626
H -4.63248 -2.75569 0.78545
H -3.18085 -2.52023 1.29502
O -3.96437 -2.08762 0.95045
H -0.62317 3.40495 1.35297
H -0.75866 4.51939 2.41157
O -1.22792 3.79113 1.99609
H -0.47563 4.28886 -1.37554
H 0.90228 4.20860 -1.83027
O 0.41903 4.33543 -0.99773
H -1.08714 -1.55232 3.73219
H 0.02360 -0.89540 2.74769
O -0.89418 -1.24153 2.84631
H 2.22193 -0.70450 -3.71731
H 2.52785 -2.14094 -4.09459
O 2.04721 -1.61017 -3.46953
H -2.39891 3.86468 0.00119
H -2.66280 2.28230 0.07152
O -2.44815 3.04157 -0.49159
H -2.09906 -1.04158 3.23073
H -3.50962 -1.23128 2.79232
O -2.95769 -0.57998 3.24209
H -1.74848 3.02547 -3.95994
H -2.34802 1.98717 -2.92059
O -1.93002 2.09740 -3.78409
H 2.21646 2.46418 3.50265
H 3.80109 2.35320 3.30597
O 2.93965 2.06344 3.01253
H -0.65266 1.88808 -0.18866
H 0.58993 2.61313 -0.48053
O 0.27543 1.87030 0.08753
H 2.68683 1.15802 -1.86663
H 2.13840 1.26128 -0.43580
O 2.74521 0.76714 -0.99476
H 0.75744 0.96392 1.69685
H 1.79173 0.71673 2.74718
O 1.19803 0.21955 2.13743
H 0.32040 0.74092 -2.63472
H -0.38798 1.99169 -3.16778
O 0.43674 1.69399 -2.68223
*
```

Calculated values
Frontier orbital gap = 10.629 eV
E_HOMO = -0.4779 hartree

=====

3.
The following is a quantum chemistry calculation of a 9-piece molecular cluster, C20H60BrN12O8 overall at a distorted geometry, from the OMol25 dataset.

Geometry as ORCA input:
```
! RIJCOSX wB97M-V def2-TZVPD def2/J DEFGRID3
* xyz -1 1
Br 0.04054 0.07663 -0.29802
C 0.61852 3.70398 -1.83193
C -0.70608 3.27942 -2.48086
C -1.04866 4.14840 -3.70964
O -1.38830 5.51609 -3.46551
C -1.57659 6.15880 -4.73346
N -0.59016 1.92193 -2.87365
H 0.56796 4.72149 -1.44435
H 1.49194 3.58383 -2.47287
H 0.70704 3.02334 -0.98517
H -1.48359 3.48625 -1.74546
H -1.82724 3.57897 -4.21723
H -0.10161 4.12920 -4.24893
H -1.85448 7.19706 -4.55207
H -2.21784 5.64913 -5.45259
H -0.64247 5.98243 -5.26676
H -0.02426 1.94080 -3.71000
H -0.13844 1.31595 -2.20369
C 1.07860 -3.92235 0.51400
C -0.34522 -4.46776 0.48712
C -0.51821 -5.82583 1.17947
O 0.09344 -6.75222 0.20627
C 0.26398 -8.09532 0.69853
N -1.08772 -3.53200 1.30025
H 1.22053 -3.03128 1.12552
H 1.41978 -3.72462 -0.50217
H 1.69901 -4.74202 0.87638
H -0.95753 -4.47252 -0.41464
H -1.58909 -6.00841 1.26884
H -0.12417 -5.84494 2.19557
H 0.40996 -8.77920 -0.13758
H -0.55766 -8.57517 1.23028
H 1.19091 -8.15765 1.26864
H -0.85882 -3.59028 2.28224
H -0.88870 -2.58013 1.02744
C -4.44406 0.81122 -4.51000
C -4.22360 0.71334 -3.02074
C -3.16555 -0.36481 -2.74082
O -3.65675 -1.69936 -3.10960
C -2.55414 -2.64896 -2.92790
N -3.88449 1.99937 -2.51388
H -3.50211 1.19154 -4.90520
H -5.34246 1.37233 -4.76719
H -4.64340 -0.12468 -5.03195
H -5.07090 0.37447 -2.42463
H -2.98055 -0.31304 -1.66789
H -2.23781 -0.10075 -3.24844
H -2.84982 -3.62087 -3.32294
H -2.26922 -2.85015 -1.89521
H -1.66629 -2.43579 -3.52318
H -4.22528 2.13679 -1.57309
H -2.89592 2.13668 -2.35907
C 4.41105 0.36335 4.82659
C 3.00295 -0.18983 4.54920
C 3.08435 -1.71218 4.13216
O 3.96088 -2.07604 3.03130
C 3.71842 -1.28354 1.85913
N 2.28878 -0.20563 5.78747
H 4.91129 0.41514 3.85955
H 4.96389 -0.11774 5.63344
H 4.40397 1.36837 5.24850
H 2.45363 0.38438 3.80313
H 2.17055 -2.19298 3.78300
H 3.34969 -2.30179 5.00970
H 2.70300 -1.19877 1.47202
H 4.30826 -1.77444 1.08506
H 4.10144 -0.26354 1.89059
H 2.81528 -0.68887 6.50116
H 1.43981 -0.70414 5.56204
C -3.26749 2.10960 0.79517
O -4.27308 2.74109 0.64065
N -2.07581 2.57909 1.07484
N -3.16042 0.82137 0.66274
H -1.35561 1.87820 0.97401
H -1.90557 3.55459 1.27365
H -4.00201 0.30927 0.44007
H -2.24596 0.39442 0.62307
C -1.23917 -0.28988 4.60676
O -0.58052 -1.26021 4.98480
N -1.56338 0.70965 5.35817
N -1.54390 -0.10647 3.39419
H -2.16259 1.50384 5.18411
H -1.11435 0.62464 6.25887
H -2.25471 0.56792 3.14913
H -1.38092 -0.88939 2.77730
C 3.10914 0.01819 -3.47900
O 4.05153 -0.15359 -4.18122
N 1.78489 -0.13121 -3.73674
N 3.31073 0.62372 -2.35638
H 1.45667 -0.67199 -4.52409
H 1.26328 -0.08986 -2.87284
H 2.48722 0.99303 -1.90302
H 4.15021 1.15726 -2.18120
C 3.20750 2.98681 1.50697
O 3.80065 3.86614 2.14845
N 1.97409 2.87894 1.49101
N 3.74890 2.12198 0.70961
H 1.50849 3.71032 1.82584
H 1.60506 2.23812 0.80305
H 3.16061 1.37773 0.36303
H 4.75623 2.11556 0.78274
*
```

Calculated values
Frontier orbital gap = 9.083 eV
E_HOMO = -0.2457 hartree

=====

4.
The following is a quantum chemistry calculation of C26H30MnN2O2SSbSi as an isolated structure, from the OMol25 dataset.

Geometry as ORCA input:
```
! RIJCOSX wB97M-V def2-TZVPD def2/J DEFGRID3
* xyz 1 4
Mn -0.41634 -1.10233 0.82526
O -0.12637 -2.34213 1.74379
C -1.21122 2.83875 2.29425
Si 0.11110 1.54465 2.53445
C 1.80814 2.29802 2.54786
C -0.22011 0.52929 4.05293
O 0.02264 0.52931 1.18517
H -1.20547 3.53401 3.13767
H -2.20131 2.37598 2.25680
H -1.06900 3.42387 1.38485
H 1.91036 2.98164 3.39429
H 2.00475 2.86685 1.63717
H 2.58146 1.53412 2.64383
H -0.18181 1.16619 4.94011
H 0.51836 -0.26430 4.18027
H -1.20862 0.06579 4.01681
S -2.73710 -1.19070 0.78750
Sb -3.74069 0.13568 -0.83264
C -3.93931 -1.04910 -2.55801
C -3.81707 -0.50007 -3.83025
C -3.98191 -1.31243 -4.94353
C -4.26726 -2.66133 -4.78386
C -4.38084 -3.20781 -3.51214
C -4.21401 -2.40384 -2.39447
C -2.84936 1.94760 -1.42444
C -1.61639 2.38494 -0.96124
C -1.12799 3.61298 -1.39019
C -1.86653 4.39666 -2.26359
C -3.10804 3.96218 -2.71183
C -3.60454 2.73896 -2.29021
C -5.65192 0.64098 -0.15665
C -6.76906 0.16079 -0.83042
C -8.03450 0.52862 -0.39372
C -8.17266 1.36459 0.70471
C -7.05165 1.83993 1.37417
C -5.78404 1.48004 0.94569
H -3.58227 0.54854 -3.96494
H -3.88718 -0.89013 -5.93515
H -4.39838 -3.29046 -5.65420
H -4.59690 -4.26066 -3.38985
H -4.28506 -2.83638 -1.40311
H -1.03963 1.78913 -0.26547
H -0.16619 3.95725 -1.03195
H -1.48116 5.35310 -2.59070
H -3.69267 4.57864 -3.38138
H -4.58829 2.42368 -2.62210
H -6.66151 -0.49356 -1.68780
H -8.90992 0.16057 -0.91158
H -9.16014 1.64823 1.04345
H -7.16630 2.49095 2.23029
H -4.91222 1.85440 1.47060
N 1.44399 -3.67110 -0.28374
C 0.97991 -2.93868 -1.32576
C 1.29577 -3.28147 -2.65293
C 0.84504 -2.49423 -3.67894
C 0.09344 -1.34870 -3.40103
C -0.16282 -1.06652 -2.08885
N 0.24917 -1.83983 -1.06144
H 1.67013 -4.63491 -0.46102
H 1.03937 -3.47311 0.62397
H 1.90086 -4.15854 -2.83533
H 1.08433 -2.75302 -4.70202
H -0.26680 -0.69770 -4.18331
H -0.72091 -0.17556 -1.81440
*
```

Calculated values
Expectation value of S² = 3.850
Frontier orbital gap (alpha / beta) = 7.621 / 8.597 eV
E_HOMO (alpha / beta) = -0.4241 / -0.4241 hartree

=====

5.
The following is a quantum chemistry calculation of C7H13N7OsS4 as an isolated structure, from the OMol25 dataset.

Geometry as ORCA input:
```
! RIJCOSX wB97M-V def2-TZVPD def2/J DEFGRID3
* xyz 2 5
Os 0.74719 -0.54315 -0.03940
S -0.84997 -2.69398 -3.64783
C -0.24941 -1.90946 -2.31800
S -1.21483 -1.41730 -0.98131
S 1.40704 -1.49676 -2.08022
N 0.00416 0.28123 5.24261
N -0.33084 0.04266 3.93659
N -1.57783 0.01885 3.51415
C -1.42548 -0.15992 2.21695
N -0.12429 -0.23466 1.89248
N 0.56551 -0.08277 3.01408
H -0.85312 0.42401 5.76586
H 0.55736 -0.48329 5.61462
H -2.24656 -0.23520 1.52338
N 3.16691 -0.00315 1.85066
C 4.49292 0.13995 1.88241
C 4.96237 -0.00636 0.58965
C 3.83378 -0.25093 -0.17492
N 2.72842 -0.24622 0.59182
H 2.50284 0.00743 2.61190
H 5.01312 0.33392 2.80648
H 5.98331 0.05413 0.25640
H 3.76474 -0.41122 -1.23822
C -0.87184 2.29581 -1.77475
S 0.72363 1.81498 -1.09798
C 1.14538 3.13128 0.05666
H -0.72640 3.21255 -2.34375
H -1.60724 2.44816 -0.98846
H -1.19883 1.50659 -2.44874
H 0.30209 3.40033 0.68815
H 1.46481 3.98030 -0.54450
H 1.97851 2.79003 0.66768
*
```

Calculated values
Expectation value of S² = 6.032
Frontier orbital gap (alpha / beta) = 7.728 / 6.556 eV
E_HOMO (alpha / beta) = -0.5455 / -0.5878 hartree